[1]
# C16H62N14O15

A cluster of 15 separate species, C16H62N14O15 in total at a distorted geometry (ωB97M-V with the def2-TZVPD basis set, the OMol25 dataset).

Each line ends with the Mulliken charge.
Element x y z (Å)
C -3.2814 -3.7835 -0.1363  -1.480
C -2.9654 -2.2845 -0.1683  1.098
O -2.5204 -1.8685 -1.4253  -0.943
H -4.0234 -4.1265 -0.8443  0.433
H -3.4534 -4.0845 0.9117  0.316
H -2.4114 -4.2945 -0.5613  0.209
H -2.1574 -2.0245 0.4647  -0.341
H -3.8164 -1.7065 0.1607  0.004
H -1.8534 -1.1875 -1.3243  0.080
C 1.5996 -1.9965 -2.8253  0.350
O 2.9206 -2.2505 -2.4103  -0.807
N 0.7216 -2.9485 -3.0943  -0.295
N 1.0636 -0.7845 -2.8803  0.051
H 1.0636 -3.9045 -2.9323  0.336
H -0.2224 -2.8225 -3.5993  0.214
H 1.7546 -0.0225 -2.9803  0.116
H 0.1106 -0.6435 -3.2243  -0.289
C 2.8446 -3.0105 2.6667  0.174
O 2.3956 -2.0755 1.7457  -0.565
N 2.4506 -4.2515 2.5487  -0.318
N 3.6586 -2.6805 3.6657  -0.365
H 1.6976 -4.3335 1.8257  0.032
H 2.5176 -4.9455 3.3427  0.224
H 4.1046 -1.7425 3.7617  0.263
H 3.7356 -3.2495 4.5237  0.185
C 0.0366 0.4855 0.0127  -1.347
O -0.9944 0.7015 -0.8713  0.861
N 0.2426 1.1735 1.1427  1.581
N 1.0216 -0.3065 -0.2333  2.151
H -0.5524 1.6805 1.5227  -0.592
H 0.9626 0.9605 1.8077  0.125
H 0.9126 -0.6835 -1.2403  -0.880
H 1.5216 -0.8595 0.5017  -0.373
C -4.4494 1.0365 -2.3073  0.389
O -5.5064 1.7805 -2.7843  -0.822
N -3.2144 1.4935 -2.1683  0.115
N -4.5684 -0.2435 -2.1973  -0.048
H -3.0794 2.4905 -2.4453  0.237
H -2.4554 1.0775 -1.6433  0.339
H -5.4594 -0.6645 -2.5133  0.218
H -3.8594 -0.8675 -1.9353  0.292
C 1.7886 2.1765 -3.4973  0.308
O 1.5116 2.5395 -4.7833  -0.792
N 2.7846 1.4165 -3.1873  -0.366
N 0.9956 2.5495 -2.5633  0.368
H 3.3466 1.2365 -4.0523  0.234
H 3.1726 1.2825 -2.2363  0.141
H 0.1326 3.0395 -2.7033  -0.185
H 1.2046 2.4165 -1.6153  0.062
C 1.2336 1.4515 4.3187  0.153
O 1.9246 0.7165 3.3267  -0.652
N 1.5736 2.6525 4.6247  -0.245
N 0.0766 1.0845 4.8607  -0.480
H 2.4196 3.0595 4.1247  0.292
H 0.9906 3.3445 5.0087  0.204
H -0.3924 0.2055 4.4857  0.290
H -0.4674 1.6755 5.4677  0.290
C 3.2686 2.5495 -0.0743  0.372
O 4.4256 3.2935 -0.2863  -0.801
N 2.0826 3.0395 0.0487  -0.023
N 3.2556 1.2485 -0.1463  0.002
H 1.9586 4.0415 -0.2653  0.272
H 1.2846 2.3705 0.2977  -0.235
H 4.2046 0.8365 -0.2063  0.075
H 2.4006 0.6755 -0.1893  0.389
C -0.8994 -1.5655 2.8667  0.638
O -1.3144 -1.3075 4.2147  -0.635
H -1.0014 -2.5805 2.5037  0.412
H 0.1176 -1.2245 2.6977  -0.286
H -1.4934 -0.9515 2.2027  -0.352
H -2.2634 -1.5255 4.2807  0.343
C -3.6674 1.0725 1.1087  -0.391
O -3.8614 1.6265 2.4457  -0.673
H -3.5374 1.8085 0.3377  0.301
H -4.3574 0.3645 0.6897  0.474
H -2.6924 0.5085 1.0827  -0.239
H -3.0044 1.8155 2.8327  0.467
C -1.6724 4.3575 -1.0613  -0.643
O -1.9704 3.9695 -2.3763  -0.712
H -1.9104 3.5045 -0.3563  -0.041
H -2.3714 5.0955 -0.6383  0.484
H -0.6984 4.7635 -0.9173  0.397
H -1.4944 4.6035 -2.9173  0.281
C -1.3224 3.7215 2.6257  -0.724
O -1.3694 2.3605 2.9377  -0.749
H -1.9444 4.0835 1.8557  0.229
H -0.2384 3.8525 2.4327  0.333
H -1.5724 4.2605 3.5427  0.309
H -0.8604 2.2265 3.8147  0.214
C -1.0964 0.8405 -4.7343  -0.772
O -1.9124 -0.0375 -3.9373  -0.623
H -0.1744 0.3355 -4.9603  0.348
H -0.9044 1.8175 -4.2273  0.097
H -1.6764 1.0305 -5.6473  0.394
H -2.4784 0.5195 -3.4163  0.373
C 0.5146 -3.9045 0.0467  -1.415
O 0.2306 -5.0205 0.8297  -0.682
H 0.0396 -3.9175 -0.9733  0.294
H 1.5536 -3.7535 -0.1153  1.248
H 0.2216 -2.9375 0.4767  0.257
H -0.0904 -5.7625 0.2537  0.386
C 5.1076 -2.3345 -0.1133  -0.097
O 4.7636 -3.4655 -0.9363  -0.634
H 4.2676 -1.6245 -0.0823  -0.435
H 5.9666 -1.8785 -0.6113  0.367
H 5.3846 -2.5835 0.8547  0.337
H 4.0106 -3.2995 -1.5353  0.519

Values from the calculation:
highest occupied orbital energy	-8.5	eV
charge	0
2S+1	1
LUMO	-0.5275	eV
energy above the lowest of the compared OMol25 structures with the same formula, charge and spin	0.0	kcal/mol

=====

[2]
# C16H64IO16

A cluster of 17 separate species, C16H64IO16 in total at a distorted geometry (ωB97M-V with the def2-TZVPD basis set, the OMol25 dataset).

Each line ends with the Mulliken charge.
Element x y z (Å)
I -0.1050 -0.3332 0.0307  -0.284
C 1.9941 0.5458 -3.5505  0.394
O 2.7315 1.4630 -4.3448  -0.605
H 1.8263 0.9406 -2.5484  -0.072
H 1.0703 0.1892 -4.0061  -0.245
H 2.6166 -0.3375 -3.4079  0.200
H 3.5835 1.6720 -3.9549  0.318
C 3.9148 -4.9346 1.9234  -0.485
O 2.6003 -4.4105 2.0845  -0.500
H 4.1004 -5.8881 2.4177  0.301
H 4.0933 -5.0432 0.8536  0.161
H 4.6504 -4.3347 2.4593  0.155
H 2.4981 -3.6054 1.5717  0.315
C -1.3803 -0.2302 -5.5115  -0.379
O -1.1728 0.9754 -6.1730  -0.560
H -2.4307 -0.4970 -5.3952  0.314
H -0.9207 -1.0456 -6.0702  0.316
H -0.9669 -0.1702 -4.5047  -0.025
H -0.2751 1.0488 -6.5051  0.325
C 4.1122 -0.9725 2.4113  -0.073
O 4.3753 0.2826 2.9413  -0.524
H 4.2824 -1.0138 1.3354  -0.106
H 4.5903 -1.7512 3.0056  0.398
H 3.0572 -1.1645 2.6068  -0.019
H 4.8866 0.1379 3.7408  0.332
C 3.9459 1.5957 -0.1838  -0.366
O 3.8619 2.0428 1.2028  -0.526
H 4.9733 1.4997 -0.5348  0.376
H 3.3910 0.6836 -0.4036  0.048
H 3.4353 2.2759 -0.8656  0.050
H 4.0834 1.2576 1.7088  0.391
C 1.0294 3.9229 -0.1420  -0.711
O 1.4615 3.9544 1.2323  -0.523
H 0.5932 2.9381 -0.3093  0.132
H 0.2041 4.6222 -0.2762  0.445
H 1.7980 4.0219 -0.9085  0.351
H 0.6742 3.9283 1.7810  0.219
C -2.3289 -3.8538 0.9265  0.386
O -2.8343 -5.0598 1.4288  -0.598
H -2.1600 -3.0973 1.6928  -0.248
H -1.3347 -4.0852 0.5442  -0.008
H -2.9378 -3.5904 0.0616  0.199
H -3.4565 -4.8319 2.1235  0.305
C -4.4353 0.0833 2.8721  -0.305
O -3.8054 -0.1083 4.1044  -0.586
H -5.4875 -0.0165 3.1384  0.304
H -4.1878 1.0149 2.3632  0.099
H -4.1431 -0.7148 2.1896  0.085
H -2.8635 -0.2285 3.9626  0.497
C 3.6190 -2.8176 -1.1957  -0.833
O 2.6724 -2.6487 -0.1603  0.284
H 3.3165 -2.3930 -2.1530  0.129
H 4.5760 -2.3786 -0.9137  0.283
H 3.7530 -3.8973 -1.2605  0.329
H 2.0667 -1.9341 -0.3706  -0.263
C -1.8304 3.5033 2.6515  -0.376
O -0.7274 4.2870 3.0699  -0.562
H -1.6414 2.9975 1.7046  0.063
H -2.0391 2.7036 3.3621  0.276
H -2.6831 4.1615 2.4850  0.341
H -0.9410 4.7424 3.8876  0.281
C -4.7853 2.9449 -1.0407  -0.781
O -3.5528 2.3662 -0.6921  -0.276
H -5.0959 3.6259 -0.2484  0.212
H -4.5909 3.4534 -1.9850  0.327
H -5.5655 2.1976 -1.1854  0.307
H -3.4809 1.5073 -1.1149  0.280
C -0.8130 2.8674 -2.7711  -0.276
O -1.6562 3.8118 -2.0142  -0.600
H -1.1306 2.6242 -3.7850  0.433
H 0.2081 3.2247 -2.9041  0.323
H -0.8825 1.9304 -2.2185  -0.231
H -2.2284 3.2812 -1.4550  0.449
C -0.6618 -1.8576 3.6155  -0.406
O -1.2536 -0.5827 3.4006  -0.258
H -1.1504 -2.3893 4.4320  0.361
H -0.5828 -2.4788 2.7234  0.009
H 0.3940 -1.6959 3.8328  0.136
H -0.9113 -0.2898 2.5528  -0.202
C -3.7222 -0.0873 -2.5922  -0.646
O -3.5060 -0.3599 -1.2550  -0.446
H -3.3888 -0.9904 -3.1034  0.139
H -4.8048 -0.0977 -2.7185  0.287
H -3.1905 0.8017 -2.9316  0.342
H -2.5730 -0.4667 -1.0559  -0.081
C 1.4623 1.5572 3.2205  -0.545
O 2.3945 2.5912 3.4590  -0.476
H 1.8982 0.5996 3.5052  0.408
H 0.5610 1.6874 3.8196  0.442
H 1.2036 1.5703 2.1617  -0.129
H 2.4129 2.6356 4.4178  0.274
C -0.5375 -3.4128 -2.3804  0.303
O -0.6416 -3.2741 -3.8090  -0.573
H 0.4323 -3.0628 -2.0266  -0.059
H -1.2240 -2.6761 -1.9633  -0.286
H -0.8330 -4.3936 -2.0077  0.325
H -1.5536 -3.2666 -4.1088  0.291

Values from the calculation:
highest occupied orbital energy	-5.6	eV
charge	-1
2S+1	1
LUMO	2.3906	eV